Entry i
The following is a quantum chemistry calculation of one molecule with the formula C5H8O4, from the Open Molecules 2025 dataset.

Atoms and positions in Å:
C (-1.372, 0.275, 1.854)
C (-0.926, 0.488, 0.446)
O (-1.067, 1.537, -0.157)
C (-0.334, -0.731, -0.285)
O (-1.281, -1.221, -1.202)
C (0.906, -0.200, -1.005)
O (0.590, 0.664, -2.018)
C (2.143, 0.018, -0.194)
O (2.003, -1.015, -1.148)
H (-1.932, 1.133, 2.219)
H (-1.988, -0.617, 1.905)
H (-0.498, 0.121, 2.490)
H (-0.078, -1.536, 0.408)
H (-1.139, -0.776, -2.052)
H (-0.040, 1.353, -1.605)
H (2.206, -0.313, 0.835)
H (2.805, 0.821, -0.490)

LUMO ... 0.65 eV
SMILES ... CC(=O)[C@@H](O)[C@@]1(O)CO1

---

Entry ii
The following is a quantum chemistry calculation of one molecule with the formula C5H8O4, from the Open Molecules 2025 dataset.

Atoms and positions in Å:
C (1.373, 1.065, 0.064)
C (1.563, -1.245, -0.199)
C (-0.463, -0.086, -0.483)
C (-1.851, 0.043, -0.676)
C (-0.998, -0.050, 1.012)
H (1.150, 1.638, 1.211)
H (2.323, 1.638, -0.565)
H (2.261, -0.833, -0.961)
H (1.581, -2.264, 0.396)
H (-2.114, 1.197, -0.857)
H (-2.622, -0.370, -1.594)
H (-0.726, -0.935, 1.638)
H (-0.970, 0.946, 1.455)
O (1.470, -0.128, 0.776)
O (0.187, -1.324, -0.816)
O (-2.335, -0.371, 0.518)
O (0.170, 1.079, -0.918)

LUMO ... 0.68 eV

---

It comes down to entry i, which is 4.692 eV more stable than the next structure.

---

Entry i
The following is a quantum chemistry calculation of a 2-piece molecular cluster, C4H14N overall, from the Open Molecules 2025 dataset.

Atoms and positions in Å:
C (0.292, -1.767, 2.857)
N (1.144, -0.749, 2.124)
H (-0.710, -1.390, 2.931)
H (0.762, -1.992, 3.802)
H (0.309, -2.672, 2.258)
H (1.940, -1.230, 1.710)
H (0.580, -0.297, 1.395)
H (1.472, 0.024, 2.704)
C (-0.703, 0.924, -3.093)
C (-1.104, 1.046, -1.619)
C (0.076, 0.762, -0.685)
H (-0.410, -0.090, -3.389)
H (-1.506, 1.228, -3.749)
H (0.132, 1.584, -3.318)
H (-1.430, 2.084, -1.523)
H (-1.950, 0.409, -1.408)
H (0.003, -0.288, -0.382)
H (-0.021, 1.311, 0.257)
H (0.979, 0.963, -1.252)

LUMO ... -3.81 eV
Charge ... +1

---

Entry ii
The following is a quantum chemistry calculation of a 2-piece molecular cluster, C4H14N overall, from the Open Molecules 2025 dataset.

Atoms and positions in Å:
C (-1.963, 0.199, 0.012)
C (-1.525, 1.599, -0.424)
H (-1.751, -0.670, -0.578)
H (-1.901, 0.186, 1.162)
H (-3.080, 0.293, -0.026)
H (-2.101, 2.505, 0.019)
H (-0.396, 1.805, -0.331)
H (-1.618, 1.853, -1.538)
C (1.391, -0.777, -0.520)
C (1.311, -1.810, 0.571)
N (1.163, 0.565, 0.118)
H (2.463, -0.777, -0.867)
H (0.597, -0.989, -1.308)
H (0.378, -2.280, 1.014)
H (1.847, -1.674, 1.631)
H (2.103, 0.912, 0.505)
H (0.838, 1.155, -0.670)
H (0.474, 0.677, 0.884)
H (1.771, -2.773, 0.348)

LUMO ... -3.46 eV
Charge ... +1

---

It comes down to entry i, which is 1.646 eV more stable than the next structure.